DFT (ωB97M-V with the def2-TZVPD basis set) results for one molecule with the formula C5H11N3 at a distorted geometry.

```
19
Properties=species:S:1:pos:R:3
C -2.2480 -0.3441 0.7602
C 1.5824 -1.3057 0.8124
C 1.0679 2.2294 -0.3282
C -0.4606 0.2039 -0.7308
C 0.8089 0.7905 0.0022
N -0.5405 -0.8778 -1.5449
N -1.1286 0.4742 0.3336
N 1.7297 0.0953 0.5293
H -1.4130 -1.3849 -1.6118
H 0.1377 -0.9554 -2.2850
H -2.6319 0.0816 1.6788
H -1.9632 -1.3823 0.9548
H -3.0431 -0.3449 0.0106
H 0.6162 -1.5646 1.2723
H 1.7107 -1.9041 -0.0986
H 2.3791 -1.5932 1.5022
H 0.1519 2.8163 -0.2490
H 1.8077 2.6485 0.3524
H 1.4367 2.3172 -1.3606
```

Lowest unoccupied orbital energy: 0.0269 Eh
Charge: 0
E_HOMO: -8.256 eV
SMILES: C/N=C(C)\C(N)=N\C
Relative energy (zero: lowest compared OMol25 entry of this formula, charge and spin): 56.4 kcal/mol

---

DFT (ωB97M-V with the def2-TZVPD basis set) results for a 3-piece molecular cluster, C4H16N3O overall at a distorted geometry.

```
24
Properties=species:S:1:pos:R:3
N -0.4931 -0.3592 0.4233
C -0.2846 1.0297 0.2165
C 1.1401 1.5057 -0.2260
C 2.1712 0.4956 0.4953
N 1.9172 0.5753 1.9570
C -1.3614 1.4984 -0.9247
N -2.6436 0.9254 -0.5906
H 1.1113 -0.0449 2.0082
H -2.2557 -5.6633 0.2723
H -1.1327 -0.4070 1.1837
H -0.6690 1.5388 1.1582
H 1.3396 1.3673 -1.3155
H 1.4744 2.5334 -0.0325
H 2.2930 -0.5510 0.1746
H 3.2116 1.0059 0.3660
H -2.1050 -5.7997 0.9383
H 2.6786 0.3034 2.4771
H -0.7822 1.0371 -1.8297
H -1.5385 2.5800 -0.8988
H -3.4713 0.9423 -1.1756
H -2.3902 -0.0637 -0.3551
H 0.5972 -2.0335 -2.0413
H 0.2391 -1.0700 -0.8089
O 0.9540 -1.3458 -1.4719
```

Lowest unoccupied orbital energy (alpha / beta): -0.4564 / -0.4707 Eh
Charge: +2
Multiplicity: 2
E_HOMO (alpha / beta): -18.139 / -18.139 eV
Relative energy (zero: lowest compared OMol25 entry of this formula, charge and spin): 182.1 kcal/mol

---

DFT (ωB97M-V with the def2-TZVPD basis set) results for C22H66O22 as an isolated structure at a distorted geometry.

```
110
Properties=species:S:1:pos:R:3
C 21.2233 12.2395 -1.8437
C 20.8805 11.1608 -2.8537
O 21.4314 9.8999 -2.4782
O 20.9335 13.5253 -2.3199
H 22.2938 12.1431 -1.6164
H 20.7114 12.0614 -0.8882
H 21.4124 11.4407 -3.7751
H 19.8308 11.0415 -3.1337
H 21.0572 9.2117 -3.0283
H 21.4383 14.1512 -1.7720
C 25.0539 19.7546 -4.0006
C 24.3482 18.7849 -4.9295
O 25.0568 17.5987 -5.1706
O 26.3220 20.1883 -4.4462
H 25.1916 19.2480 -3.0386
H 24.4101 20.5987 -3.7237
H 24.0373 19.2232 -5.8855
H 23.3850 18.6033 -4.4269
H 24.5047 17.0448 -5.7468
H 26.3180 20.1622 -5.4076
C 18.7929 17.5354 1.3008
C 19.6061 17.0980 0.0691
O 20.5971 18.0990 -0.1794
O 19.5344 17.6108 2.5391
H 17.9662 16.8430 1.4787
H 18.4173 18.5494 1.1509
H 18.9364 17.0165 -0.7844
H 20.1046 16.1374 0.2331
H 21.1763 18.0492 0.5975
H 19.0403 17.1248 3.2019
C 22.7862 16.5030 4.2947
C 22.9798 16.7326 2.8002
O 22.3087 17.8607 2.2619
O 21.4291 16.2494 4.6045
H 23.1698 17.4346 4.7324
H 23.4140 15.6770 4.6210
H 22.6033 15.8658 2.2334
H 24.0427 16.8033 2.5496
H 21.3635 17.6849 2.4632
H 20.9678 17.0742 4.4185
C 25.4047 14.0105 1.5926
C 26.7761 13.9289 0.9636
O 27.2767 12.6136 1.1638
O 24.4438 13.2288 0.8824
H 25.0403 15.0366 1.5934
H 25.3998 13.6024 2.6082
H 27.4636 14.6337 1.4427
H 26.7382 14.2024 -0.0946
H 28.1808 12.5318 0.8515
H 24.8062 12.3378 0.8025
C 19.6346 18.8692 -3.6126
C 18.6122 19.7445 -4.2777
O 17.6291 20.2632 -3.3798
O 20.4367 19.5422 -2.6524
H 20.2964 18.4111 -4.3561
H 19.0899 18.0120 -3.1978
H 18.1159 19.1825 -5.0674
H 19.0518 20.6382 -4.7348
H 18.0990 20.7213 -2.6745
H 20.4073 19.0153 -1.8400
C 27.5085 18.2354 0.2563
C 27.6232 18.6715 -1.1913
O 28.4964 17.7950 -1.9210
O 26.4666 17.2847 0.4712
H 27.4248 19.1128 0.9035
H 28.4491 17.7244 0.4904
H 28.0013 19.6918 -1.1965
H 26.6885 18.6187 -1.7502
H 27.9720 17.1724 -2.4287
H 26.4456 17.0633 1.4058
C 26.1011 11.9415 -2.1072
C 26.6902 13.2426 -2.6143
O 27.6202 13.0004 -3.6580
O 25.2120 11.3963 -3.1154
H 25.4928 12.1360 -1.2130
H 26.7931 11.1584 -1.7842
H 27.1323 13.8557 -1.8295
H 25.8506 13.8520 -2.9757
H 27.2667 12.2745 -4.1846
H 24.6334 10.8299 -2.5937
C 23.3123 16.8102 -2.3228
C 23.5265 16.0961 -1.0131
O 22.7795 14.8923 -0.8278
O 23.6672 15.9749 -3.4219
H 23.9377 17.7004 -2.3718
H 22.2539 17.0913 -2.3799
H 23.2937 16.7693 -0.1829
H 24.5821 15.8095 -0.9594
H 23.2692 14.2975 -0.2407
H 23.4845 15.0573 -3.1617
C 22.2972 19.2394 1.1279
C 21.9226 19.2857 -0.3394
O 23.0102 19.6702 -1.1591
O 22.6672 20.5056 1.6484
H 23.1931 18.6006 1.1289
H 21.5691 18.7455 1.7623
H 21.0615 19.9707 -0.3703
H 21.5402 18.3301 -0.7182
H 22.6930 19.6445 -2.0672
H 23.4353 20.8201 1.1621
C 23.5838 14.5461 -6.7452
C 24.5854 13.8573 -5.8393
O 23.8728 13.2921 -4.7402
O 23.2045 15.8241 -6.2574
H 22.6993 13.9222 -6.8950
H 24.0743 14.6842 -7.7123
H 25.3815 14.5535 -5.5461
H 25.1113 13.0529 -6.3706
H 24.5060 12.8018 -4.1903
H 23.2045 15.7430 -5.2856
```

Lowest unoccupied orbital energy: 0.0048 Eh
Charge: 0
E_HOMO: -7.455 eV
Relative energy (zero: lowest compared OMol25 entry of this formula, charge and spin): 305.2 kcal/mol

---

DFT (ωB97M-V with the def2-TZVPD basis set) results for a 2-piece molecular cluster, C6H10FP2S overall.

```
20
Properties=species:S:1:pos:R:3
F 0.4500 1.9534 1.3716
P 0.8525 1.3375 2.7169
P 3.0339 1.8986 2.9848
S 3.7354 2.2336 1.2576
H -0.0996 1.7848 3.6372
H 0.7194 -0.0462 2.5819
H 2.8945 2.8904 3.9671
H 3.3678 0.7532 3.7252
C -1.0411 -0.0085 -0.9813
C -0.2260 -1.1306 -0.9171
C -0.4332 -2.1931 -1.7852
C -1.4567 -2.1274 -2.7198
C -2.2689 -1.0037 -2.7867
C -2.0629 0.0578 -1.9173
H -0.8734 0.8234 -0.3079
H 0.5861 -1.1819 -0.1993
H 0.2028 -3.0671 -1.7376
H -1.6198 -2.9527 -3.4001
H -3.0639 -0.9544 -3.5188
H -2.6969 0.9330 -1.9711
```

Lowest unoccupied orbital energy: -0.1975 Eh
Charge: +1
E_HOMO: -11.756 eV